1:
Molecular formula: C73H172N12O12
Method: DFT, ωB97M-V/def2-TZVPD

Output
2S+1	1
lowest unoccupied orbital energy	0.013	Ha
orbital gap	8.6	eV

Atoms and positions in Å:
1 C 2.04 8.40 -0.26
2 C 0.94 7.41 -0.01
3 C 0.83 7.39 1.55
4 C -0.38 7.98 -0.70
5 C -1.48 6.96 -0.54
6 C -1.08 5.61 -1.20
7 C 0.23 5.04 -0.63
8 C -0.01 4.50 0.79
9 C 0.69 3.93 -1.51
10 N 1.30 6.14 -0.69
11 O 2.45 5.61 0.00
12 H 2.23 8.46 -1.41
13 H 1.88 9.41 0.19
14 H 2.99 7.98 0.08
15 H 1.75 7.17 2.06
16 H 0.60 8.41 1.85
17 H -0.04 6.77 1.90
18 H -0.79 8.81 -0.10
19 H -0.24 8.27 -1.73
20 H -1.69 6.73 0.56
21 H -2.44 7.20 -0.98
22 H -0.96 5.66 -2.31
23 H -1.79 4.83 -1.01
24 H -0.57 3.51 0.79
25 H -0.50 5.13 1.47
26 H 0.91 4.33 1.38
27 H 1.42 3.40 -0.95
28 H 1.18 4.43 -2.35
29 H -0.10 3.29 -1.84
30 H 3.17 5.51 -0.68
31 C -2.46 -7.55 1.82
32 C -1.07 -7.61 1.33
33 C -0.12 -7.36 2.46
34 C -0.79 -9.02 0.75
35 C 0.52 -9.26 0.01
36 C 0.53 -8.32 -1.16
37 C 0.36 -6.85 -0.76
38 C 1.73 -6.33 -0.25
39 C -0.07 -6.11 -2.04
40 N -0.80 -6.74 0.16
41 O -0.89 -5.32 0.52
42 H -3.22 -7.33 1.03
43 H -2.72 -8.47 2.38
44 H -2.65 -6.67 2.47
45 H 0.87 -7.72 2.36
46 H -0.13 -6.29 2.78
47 H -0.58 -7.80 3.35
48 H -1.00 -9.80 1.54
49 H -1.64 -9.15 0.01
50 H 1.34 -9.09 0.69
51 H 0.48 -10.25 -0.44
52 H -0.34 -8.57 -1.76
53 H 1.43 -8.45 -1.83
54 H 2.04 -6.56 0.77
55 H 1.80 -5.27 -0.40
56 H 2.40 -6.82 -0.91
57 H -0.96 -6.59 -2.40
58 H 0.77 -6.20 -2.74
59 H -0.21 -5.05 -1.89
60 H -1.79 -5.18 0.18
61 C -4.23 5.61 -7.28
62 C -4.38 4.44 -6.17
63 C -5.25 3.34 -6.83
64 C -3.07 3.99 -5.73
65 C -3.12 3.04 -4.55
66 C -3.83 3.72 -3.37
67 C -5.19 4.36 -3.74
68 C -6.28 3.20 -3.74
69 C -5.51 5.37 -2.62
70 N -5.01 5.10 -4.99
71 O -6.24 5.75 -5.41
72 H -3.36 5.23 -7.78
73 H -5.02 5.71 -8.04
74 H -4.01 6.51 -6.74
75 H -5.27 2.45 -6.24
76 H -6.25 3.71 -7.01
77 H -4.76 3.22 -7.78
78 H -2.55 3.52 -6.53
79 H -2.50 4.90 -5.47
80 H -3.74 2.19 -4.78
81 H -2.24 2.67 -4.07
82 H -3.10 4.37 -2.83
83 H -3.91 2.86 -2.64
84 H -7.26 3.64 -3.72
85 H -6.14 2.66 -2.83
86 H -6.21 2.50 -4.57
87 H -4.97 6.32 -2.93
88 H -5.18 4.99 -1.64
89 H -6.55 5.60 -2.64
90 H -7.05 5.21 -5.24
91 C -0.05 -3.61 3.33
92 C 0.59 -2.53 2.49
93 C 1.38 -1.65 3.46
94 C 1.48 -3.21 1.51
95 C 2.00 -2.30 0.38
96 C 0.72 -1.75 -0.25
97 C -0.12 -0.82 0.74
98 C 0.67 0.42 1.17
99 C -1.42 -0.43 0.00
100 N -0.49 -1.77 1.79
101 O -1.35 -1.12 2.81
102 H -0.58 -3.13 4.15
103 H -0.80 -4.14 2.79
104 H 0.75 -4.21 3.73
105 H 1.86 -2.21 4.27
106 H 2.22 -1.10 3.01
107 H 0.72 -0.93 3.99
108 H 2.32 -3.54 2.05
109 H 0.95 -4.06 1.07
110 H 2.57 -1.52 0.92
111 H 2.72 -2.75 -0.30
112 H 0.13 -2.64 -0.61
113 H 0.95 -1.07 -1.10
114 H 0.07 0.85 1.98
115 H 0.62 1.21 0.41
116 H 1.71 0.31 1.44
117 H -1.33 0.51 -0.55
118 H -2.17 -0.30 0.73
119 H -1.87 -1.21 -0.57
120 H -2.23 -1.66 2.69
121 C 3.31 0.95 5.33
122 C 3.66 2.31 4.79
123 C 5.14 2.50 5.06
124 C 3.34 2.39 3.30
125 C 3.44 3.83 2.86
126 C 2.51 4.77 3.74
127 C 2.81 4.72 5.20
128 C 4.15 5.40 5.45
129 C 1.65 5.44 5.91
130 N 2.84 3.31 5.57
131 O 3.18 3.09 7.00
132 H 3.88 0.90 6.24
133 H 2.30 0.73 5.58
134 H 3.57 0.13 4.62
135 H 5.38 2.33 6.07
136 H 5.66 1.76 4.44
137 H 5.36 3.52 4.76
138 H 4.05 1.76 2.70
139 H 2.33 2.09 3.16
140 H 4.43 4.22 2.88
141 H 3.23 3.87 1.76
142 H 1.44 4.51 3.44
143 H 2.72 5.78 3.41
144 H 4.81 5.40 4.58
145 H 4.64 4.96 6.31
146 H 4.06 6.47 5.63
147 H 0.62 5.00 5.86
148 H 1.49 6.41 5.55
149 H 1.91 5.53 6.96
150 H 2.36 2.72 7.29
151 C 3.66 1.78 -4.39
152 O 3.76 0.53 -3.90
153 C 4.47 -0.37 -4.71
154 C 4.61 -1.75 -4.00
155 C 3.37 -2.31 -3.31
156 N 5.65 -1.64 -3.02
157 H 3.11 2.29 -3.65
158 H 3.09 1.75 -5.33
159 H 4.72 2.28 -4.50
160 H 3.89 -0.50 -5.64
161 H 5.43 0.02 -5.04
162 H 4.87 -2.46 -4.84
163 H 2.53 -2.53 -4.03
164 H 3.03 -1.73 -2.48
165 H 3.60 -3.34 -2.96
166 H 5.86 -2.55 -2.61
167 H 5.31 -0.98 -2.32
168 C -8.94 1.34 -1.99
169 O -7.81 1.87 -1.36
170 C -7.73 1.34 0.04
171 C -6.37 1.60 0.54
172 C -6.18 3.08 0.94
173 N -5.28 1.03 -0.31
174 H -9.05 0.27 -2.01
175 H -8.70 1.56 -3.03
176 H -9.89 1.72 -1.70
177 H -8.49 1.83 0.69
178 H -7.92 0.24 0.03
179 H -6.35 1.00 1.47
180 H -5.24 3.14 1.53
181 H -7.01 3.37 1.55
182 H -6.13 3.54 -0.03
183 H -4.58 0.78 0.36
184 H -4.92 1.72 -0.93
185 C 5.70 1.39 -0.87
186 O 6.54 0.57 -0.05
187 C 5.78 -0.17 0.94
188 C 6.87 -0.54 1.94
189 C 6.37 -1.46 2.99
190 N 7.43 0.58 2.61
191 H 5.69 0.96 -1.89
192 H 6.30 2.30 -0.98
193 H 4.67 1.53 -0.46
194 H 5.00 0.45 1.42
195 H 5.34 -1.07 0.44
196 H 7.58 -1.10 1.33
197 H 5.69 -2.24 2.59
198 H 5.70 -1.02 3.69
199 H 7.12 -1.92 3.58
200 H 7.87 0.23 3.44
201 H 8.09 1.04 1.99
202 C -3.39 -3.76 -1.72
203 O -3.81 -4.22 -0.43
204 C -3.74 -3.24 0.55
205 C -4.02 -3.70 1.98
206 C -5.40 -4.32 2.09
207 N -3.77 -2.55 2.86
208 H -2.34 -3.45 -1.68
209 H -3.93 -2.84 -2.07
210 H -3.56 -4.58 -2.39
211 H -2.76 -2.76 0.54
212 H -4.46 -2.46 0.28
213 H -3.33 -4.48 2.19
214 H -5.61 -4.36 3.18
215 H -5.58 -5.29 1.70
216 H -6.21 -3.66 1.62
217 H -3.98 -2.75 3.87
218 H -4.42 -1.82 2.69
219 C 6.25 -4.84 -0.24
220 O 6.64 -5.63 -1.31
221 C 7.69 -5.20 -2.09
222 C 7.66 -5.96 -3.41
223 C 8.83 -5.45 -4.21
224 N 6.35 -5.63 -4.06
225 H 5.69 -3.92 -0.48
226 H 7.14 -4.41 0.26
227 H 5.76 -5.58 0.46
228 H 7.51 -4.09 -2.30
229 H 8.67 -5.31 -1.69
230 H 7.71 -7.06 -3.19
231 H 8.79 -5.60 -5.27
232 H 9.78 -5.98 -4.00
233 H 8.92 -4.39 -4.16
234 H 5.62 -5.70 -3.35
235 H 6.09 -6.36 -4.75
236 C -0.51 0.89 6.07
237 O -1.61 0.76 6.87
238 C -2.10 -0.57 7.11
239 C -2.89 -1.07 5.90
240 C -4.01 -0.11 5.70
241 N -3.39 -2.46 5.90
242 H -0.04 1.80 6.25
243 H -0.79 0.82 5.04
244 H 0.27 0.15 6.40
245 H -1.23 -1.22 7.35
246 H -2.80 -0.57 7.95
247 H -2.22 -1.05 5.06
248 H -3.45 0.74 5.13
249 H -4.54 0.23 6.59
250 H -4.73 -0.55 5.02
251 H -2.56 -3.03 6.00
252 H -3.99 -2.59 6.69
253 C -5.34 -0.66 -3.66
254 O -4.16 -0.97 -4.40
255 C -2.95 -0.59 -3.84
256 C -1.94 -0.77 -4.92
257 C -0.58 -0.24 -4.47
258 N -2.37 -0.10 -6.20
259 H -6.27 -0.98 -4.18
260 H -5.38 0.39 -3.43
261 H -5.31 -1.15 -2.72
262 H -2.95 0.45 -3.45
263 H -2.63 -1.26 -3.02
264 H -1.89 -1.87 -5.18
265 H -0.66 0.82 -4.31
266 H 0.20 -0.44 -5.17
267 H -0.25 -0.64 -3.52
268 H -3.37 -0.20 -6.29
269 H -1.90 0.78 -6.32

---

2:
Molecular formula: C73H172N12O12
Method: DFT, ωB97M-V/def2-TZVPD

Output
2S+1	1
lowest unoccupied orbital energy	0.014	Ha
orbital gap	8.6	eV

Atoms and positions in Å:
1 C 15.29 -24.45 12.61
2 C 14.55 -23.24 13.13
3 C 14.52 -22.16 12.06
4 C 13.14 -23.70 13.50
5 C 12.33 -22.65 14.29
6 C 13.13 -22.35 15.53
7 C 14.55 -21.88 15.31
8 C 14.49 -20.42 14.76
9 C 15.29 -21.93 16.64
10 N 15.16 -22.88 14.47
11 O 16.51 -22.50 14.15
12 H 15.29 -25.22 13.40
13 H 14.72 -24.89 11.75
14 H 16.34 -24.18 12.38
15 H 15.54 -21.68 12.04
16 H 14.41 -22.59 11.08
17 H 13.84 -21.35 12.27
18 H 12.62 -24.00 12.61
19 H 13.19 -24.62 14.10
20 H 12.19 -21.79 13.63
21 H 11.32 -23.02 14.54
22 H 13.19 -23.28 16.08
23 H 12.72 -21.59 16.20
24 H 13.73 -20.28 13.94
25 H 15.54 -20.20 14.51
26 H 14.17 -19.76 15.62
27 H 16.36 -21.70 16.46
28 H 15.19 -22.91 17.08
29 H 14.91 -21.12 17.27
30 H 16.58 -21.71 13.55
31 C 17.98 -10.00 15.98
32 C 18.75 -9.53 17.22
33 C 20.13 -9.01 16.85
34 C 17.91 -8.31 17.84
35 C 16.67 -8.69 18.62
36 C 17.04 -9.74 19.66
37 C 17.80 -10.99 19.01
38 C 18.31 -11.80 20.18
39 C 16.84 -11.92 18.28
40 N 18.88 -10.43 18.34
41 O 19.66 -11.53 17.82
42 H 18.37 -10.83 15.38
43 H 16.91 -10.04 16.21
44 H 18.08 -9.14 15.32
45 H 20.68 -8.73 17.76
46 H 20.71 -9.73 16.28
47 H 19.90 -8.14 16.26
48 H 18.64 -7.86 18.53
49 H 17.72 -7.61 17.01
50 H 16.28 -7.83 19.15
51 H 15.90 -9.05 17.94
52 H 16.19 -10.07 20.27
53 H 17.80 -9.41 20.35
54 H 18.96 -11.10 20.67
55 H 18.75 -12.75 19.89
56 H 17.39 -12.06 20.71
57 H 16.10 -12.39 18.92
58 H 17.35 -12.75 17.80
59 H 16.24 -11.44 17.50
60 H 19.22 -11.90 17.04
61 C 14.30 -7.43 16.07
62 C 13.68 -8.48 15.17
63 C 12.16 -8.36 15.43
64 C 14.08 -8.10 13.71
65 C 13.59 -9.12 12.63
66 C 14.31 -10.38 13.00
67 C 14.05 -10.88 14.46
68 C 12.65 -11.50 14.56
69 C 15.04 -11.99 14.63
70 N 14.33 -9.77 15.38
71 O 14.14 -10.28 16.78
72 H 14.19 -7.76 17.09
73 H 15.37 -7.35 15.77
74 H 13.85 -6.47 15.90
75 H 11.97 -7.39 15.90
76 H 11.46 -8.33 14.56
77 H 11.73 -9.06 16.15
78 H 13.76 -7.06 13.60
79 H 15.17 -8.15 13.78
80 H 12.52 -9.24 12.72
81 H 13.89 -8.81 11.65
82 H 15.41 -10.35 12.90
83 H 14.14 -11.22 12.33
84 H 12.42 -11.91 15.55
85 H 12.57 -12.33 13.84
86 H 11.83 -10.82 14.33
87 H 14.72 -12.84 14.04
88 H 15.07 -12.34 15.68
89 H 16.00 -11.58 14.37
90 H 13.21 -10.28 16.99
91 C 21.37 -14.22 14.98
92 C 21.56 -14.78 13.53
93 C 20.69 -14.05 12.58
94 C 23.04 -14.60 13.10
95 C 24.02 -15.52 13.85
96 C 23.59 -16.94 13.50
97 C 22.16 -17.23 14.00
98 C 21.85 -18.53 13.33
99 C 22.05 -17.47 15.56
100 N 21.29 -16.20 13.43
101 O 19.93 -16.45 13.82
102 H 21.47 -13.15 15.08
103 H 20.35 -14.48 15.29
104 H 22.01 -14.69 15.72
105 H 19.64 -14.11 12.78
106 H 20.98 -13.01 12.47
107 H 20.75 -14.65 11.67
108 H 23.14 -14.76 12.00
109 H 23.25 -13.53 13.13
110 H 25.03 -15.33 13.50
111 H 23.87 -15.33 14.90
112 H 24.29 -17.72 13.83
113 H 23.60 -17.07 12.41
114 H 22.54 -19.31 13.65
115 H 21.96 -18.40 12.25
116 H 20.86 -18.91 13.53
117 H 20.99 -17.53 15.82
118 H 22.57 -16.69 16.12
119 H 22.61 -18.38 15.72
120 H 19.73 -16.23 14.77
121 C 18.24 -24.59 24.18
122 C 17.44 -23.39 23.58
123 C 16.27 -22.93 24.49
124 C 18.47 -22.28 23.39
125 C 18.08 -21.10 22.49
126 C 17.72 -21.77 21.16
127 C 16.59 -22.75 21.32
128 C 15.18 -22.09 21.60
129 C 16.48 -23.41 19.91
130 N 17.01 -23.78 22.23
131 O 15.91 -24.70 22.40
132 H 17.63 -25.49 24.30
133 H 18.95 -24.82 23.38
134 H 18.70 -24.24 25.10
135 H 16.08 -21.87 24.28
136 H 15.45 -23.65 24.34
137 H 16.54 -23.02 25.54
138 H 18.73 -21.96 24.39
139 H 19.41 -22.72 22.96
140 H 17.27 -20.46 22.94
141 H 18.90 -20.36 22.42
142 H 18.62 -22.25 20.76
143 H 17.38 -21.02 20.48
144 H 14.62 -21.95 20.66
145 H 15.16 -21.12 22.07
146 H 14.58 -22.76 22.22
147 H 17.44 -23.84 19.65
148 H 16.25 -22.58 19.27
149 H 15.69 -24.16 19.90
150 H 16.21 -25.48 21.93
151 C 12.95 -19.20 21.00
152 O 13.73 -19.14 22.19
153 C 13.15 -19.69 23.38
154 C 13.97 -19.31 24.60
155 C 13.47 -20.17 25.81
156 N 14.00 -17.87 24.94
157 H 12.58 -20.21 20.75
158 H 13.66 -18.85 20.26
159 H 12.11 -18.49 21.05
160 H 12.08 -19.31 23.49
161 H 13.05 -20.76 23.24
162 H 15.02 -19.55 24.34
163 H 13.45 -21.20 25.47
164 H 12.44 -19.94 26.01
165 H 14.13 -20.11 26.68
166 H 14.09 -17.28 24.12
167 H 13.13 -17.63 25.36
168 C 12.52 -18.34 17.39
169 O 13.08 -17.82 16.21
170 C 12.09 -17.34 15.25
171 C 12.85 -16.81 13.98
172 C 13.91 -15.71 14.19
173 N 11.84 -16.29 13.09
174 H 13.36 -18.93 17.77
175 H 11.70 -19.01 17.21
176 H 12.22 -17.52 18.01
177 H 11.33 -18.12 15.00
178 H 11.47 -16.55 15.68
179 H 13.42 -17.67 13.56
180 H 14.68 -16.05 14.87
181 H 13.46 -14.83 14.67
182 H 14.45 -15.43 13.29
183 H 11.20 -17.07 12.93
184 H 12.22 -16.00 12.21
185 C 17.23 -16.18 12.29
186 O 16.51 -17.18 11.52
187 C 16.53 -18.48 12.05
188 C 17.75 -19.29 11.64
189 C 17.56 -19.64 10.14
190 N 17.93 -20.43 12.51
191 H 18.29 -16.34 12.15
192 H 16.98 -16.25 13.35
193 H 16.97 -15.15 11.98
194 H 16.46 -18.47 13.14
195 H 15.59 -18.93 11.76
196 H 18.63 -18.63 11.76
197 H 16.72 -20.34 10.04
198 H 18.46 -20.17 9.80
199 H 17.40 -18.72 9.59
200 H 18.57 -21.06 12.02
201 H 18.39 -20.24 13.40
202 C 20.52 -19.31 19.60
203 O 20.43 -19.75 18.26
204 C 19.54 -20.81 18.06
205 C 19.50 -21.18 16.58
206 C 20.95 -21.38 16.07
207 N 18.91 -20.09 15.81
208 H 20.64 -20.14 20.32
209 H 19.64 -18.80 20.01
210 H 21.31 -18.61 19.80
211 H 19.81 -21.69 18.69
212 H 18.52 -20.50 18.32
213 H 18.85 -22.05 16.46
214 H 21.42 -22.05 16.75
215 H 21.47 -20.42 16.08
216 H 20.85 -21.74 15.05
217 H 17.95 -19.83 16.06
218 H 19.47 -19.28 15.95
219 C 13.81 -14.42 18.14
220 O 14.87 -14.42 19.09
221 C 14.73 -15.47 20.05
222 C 14.28 -14.92 21.39
223 C 15.24 -13.81 21.91
224 N 14.13 -15.98 22.35
225 H 14.00 -13.66 17.37
226 H 12.86 -14.21 18.67
227 H 13.72 -15.41 17.67
228 H 14.11 -16.27 19.71
229 H 15.63 -16.05 20.18
230 H 13.30 -14.44 21.26
231 H 15.42 -13.08 21.13
232 H 16.18 -14.26 22.25
233 H 14.82 -13.16 22.67
234 H 15.02 -16.39 22.58
235 H 13.54 -16.72 22.00
236 C 24.39 -16.34 18.30
237 O 23.38 -15.39 18.51
238 C 22.18 -16.02 19.01
239 C 21.09 -14.98 19.25
240 C 19.92 -15.55 20.05
241 N 20.59 -14.28 18.03
242 H 24.07 -17.18 17.67
243 H 24.81 -16.79 19.24
244 H 25.24 -15.86 17.83
245 H 21.89 -16.82 18.34
246 H 22.42 -16.47 19.98
247 H 21.67 -14.31 19.93
248 H 19.15 -14.78 20.20
249 H 20.24 -16.03 21.01
250 H 19.38 -16.29 19.44
251 H 21.42 -13.87 17.61
252 H 20.07 -13.44 18.30
253 C 16.23 -18.41 18.77
254 O 16.49 -18.40 17.37
255 C 16.34 -17.23 16.66
256 C 17.43 -16.14 16.95
257 C 17.37 -14.89 16.12
258 N 18.79 -16.62 16.73
259 H 16.15 -19.47 19.04
260 H 15.25 -17.96 18.99
261 H 17.02 -17.92 19.34
262 H 16.32 -17.49 15.60
263 H 15.29 -16.93 16.85
264 H 17.32 -15.96 18.05
265 H 18.17 -14.22 16.41
266 H 16.45 -14.33 16.25
267 H 17.52 -15.18 15.07
268 H 18.85 -17.49 17.26
269 H 19.48 -15.98 17.16

---

Result of the stability comparison: 1 is the least stable of them.